(1)
ORCA calculation (ωB97M-V with the def2-TZVPD basis set) on C34H44FGe2N7O2S2Y as an isolated structure.

The geometry in ORCA input format:
```
! wB97M-V def2-TZVPD RIJCOSX def2/J DEFGRID3
* xyz 0 2
Y 15.0796 11.2674 10.4734
N 23.8404 12.1536 9.0851
C 22.5942 11.6328 9.3964
C 22.1783 11.6583 10.7188
C 20.8246 11.4572 11.0347
C 19.9420 11.1478 10.0309
C 20.4167 10.9205 8.7222
C 21.7430 11.1463 8.4099
S 18.2547 10.9037 10.4035
O 17.5496 10.4932 9.1895
O 18.2634 9.9394 11.4939
N 17.5876 12.1993 10.9800
C 17.3348 13.2854 10.1541
N 18.1693 14.3342 10.1153
C 17.8375 15.3695 9.3319
C 16.6893 15.3674 8.5519
C 15.8802 14.2423 8.6590
N 16.2101 13.2057 9.4728
H 24.1667 12.9196 9.6630
H 23.9927 12.3346 8.0924
H 22.8615 11.9229 11.5108
H 20.4944 11.5672 12.0773
H 19.7180 10.6210 7.9686
H 22.0778 10.9921 7.3910
H 18.5364 16.2279 9.3238
H 16.4707 16.1868 7.8872
H 14.9586 14.1397 8.0937
S 14.0229 12.8408 12.3324
C 14.8302 11.6675 13.3676
C 14.9215 11.8338 14.7637
C 15.6086 10.9206 15.5325
C 16.1846 9.8154 14.8854
C 16.0345 9.6903 13.4989
N 15.3725 10.6005 12.7879
H 14.4866 12.6884 15.2236
H 15.6956 11.0648 16.6124
H 16.7367 9.0392 15.4316
H 16.5056 8.8876 12.9385
F 13.9977 11.7036 8.8351
C 12.0036 7.4150 8.8459
Ge 10.9722 8.9160 9.5548
C 11.0177 10.3320 8.2192
C 9.1074 8.4427 9.8875
Ge 11.9460 9.8754 11.8129
C 12.3792 8.4034 13.1087
C 12.6010 8.7769 14.4415
C 13.1909 7.8801 15.3045
C 13.5497 6.5990 14.8952
C 13.2877 6.2057 13.5843
C 12.7033 7.1242 12.6959
C 10.4657 10.9742 12.4860
C 9.6754 10.6674 13.5963
C 8.6603 11.5138 13.9595
C 8.3741 12.6190 13.2034
C 9.1054 12.9311 12.0643
C 10.1847 12.1233 11.7290
H 11.3394 6.7184 8.3746
H 12.5116 6.9081 9.6542
H 12.7551 7.7860 8.1167
H 10.5430 9.9353 7.3433
H 12.0612 10.5615 8.0295
H 10.5178 11.2535 8.5534
H 8.6221 8.2752 8.9241
H 8.5928 9.2707 10.3717
H 8.9902 7.5513 10.4811
H 12.4018 9.7744 14.8104
H 13.3804 8.1788 16.3381
H 14.0457 5.9216 15.5748
H 13.5702 5.2371 13.2714
H 12.4893 6.8319 11.6712
H 9.9168 9.7727 14.1435
H 8.0616 11.2683 14.8293
H 7.5285 13.2200 13.5157
H 8.8330 13.7744 11.4633
H 10.8238 12.3669 10.8707
C 16.3385 8.8312 6.0145
C 16.0278 8.0376 7.3011
C 15.3017 6.7347 6.9389
C 17.3350 7.6750 8.0606
N 15.1099 8.9343 8.0730
N 15.1719 8.8506 9.4956
H 17.0046 8.2462 5.3495
H 16.8564 9.7569 6.1932
H 15.4181 9.0000 5.4879
H 15.9202 6.1374 6.2604
H 14.3903 6.9398 6.3990
H 15.1015 6.1283 7.8244
H 17.9589 7.0526 7.4161
H 17.1422 7.0434 8.9415
H 17.8991 8.5409 8.3728
H 15.3579 9.8857 7.8127
H 16.0638 8.4247 9.7662
H 14.4370 8.2268 9.8154
*
```

Its HOMO-LUMO gap (alpha / beta) is 0.265 / 0.243 Eh. Its expectation value of S² is 0.7555.

***

(2)
ORCA calculation (ωB97M-V with the def2-TZVPD basis set) on C34H44N8PS2Ti as an isolated structure.

The geometry in ORCA input format:
```
! wB97M-V def2-TZVPD RIJCOSX def2/J DEFGRID3
* xyz 1 1
Ti 1.2311 0.1632 0.5811
N 3.3502 4.1407 0.3041
C 2.7104 3.0099 0.6503
S 2.7475 1.6947 -0.4847
N 2.0813 2.9915 1.7976
N 1.5490 1.7705 2.0506
C 1.2492 1.5026 3.2655
C 0.7806 0.1572 3.5662
C 0.5778 -0.2898 4.8591
C 0.2235 -1.6160 5.0585
C 0.1028 -2.4587 3.9673
C 0.3237 -1.9410 2.7033
N 0.6296 -0.6610 2.5082
H 3.9402 4.1509 -0.5084
H 3.4681 4.8577 1.0006
H 1.3907 2.2442 4.0445
H 0.7118 0.3878 5.6912
H 0.0662 -1.9917 6.0610
H -0.1433 -3.5042 4.0827
H 0.2577 -2.5641 1.8181
C 0.8747 3.4873 -2.5870
C 0.1207 3.5815 -1.2537
C -0.8573 4.7551 -1.3536
P -0.5932 1.9284 -0.6696
C -2.3590 2.3634 -0.2985
C -2.4558 2.9654 1.1054
C -3.3896 1.2593 -0.5148
C -0.6330 0.9312 -2.1818
C -1.3276 1.3453 -3.3166
C -1.2177 0.6871 -4.5311
C -1.9828 1.1384 -5.7445
C -0.3565 -0.4073 -4.5903
C 0.3247 -0.8568 -3.4751
C 0.1727 -0.2116 -2.2445
N 0.8055 -0.7003 -1.0742
C 1.3483 -2.0428 -1.1508
C 0.4961 -3.1373 -0.9576
C -1.0053 -3.0102 -0.9243
C 1.0545 -4.4096 -0.8822
C 2.4163 -4.6242 -1.0337
C 3.0090 -5.9954 -0.8751
C 3.2139 -3.5330 -1.3598
C 2.7042 -2.2466 -1.4466
C 3.6047 -1.1376 -1.9142
H 1.5534 4.3395 -2.6668
H 0.1791 3.5444 -3.4253
H 1.4608 2.5794 -2.6952
H 0.8331 3.8391 -0.4731
H -1.5862 4.6106 -2.1536
H -0.2817 5.6462 -1.6120
H -1.3902 4.9688 -0.4303
H -2.5816 3.1463 -1.0248
H -2.2288 2.2008 1.8490
H -3.4694 3.3314 1.2816
H -1.7698 3.8010 1.2524
H -3.3869 0.5440 0.3012
H -3.2385 0.7258 -1.4530
H -4.3826 1.7124 -0.5494
H -1.9667 2.2210 -3.2543
H -2.5447 2.0492 -5.5418
H -2.6909 0.3732 -6.0666
H -1.3114 1.3341 -6.5815
H -0.2249 -0.9297 -5.5309
H 0.9579 -1.7310 -3.5499
H -1.4109 -3.2586 0.0583
H -1.4399 -3.7132 -1.6359
H -1.3437 -2.0145 -1.2034
H 0.3955 -5.2579 -0.7259
H 2.3106 -6.7704 -1.1897
H 3.2603 -6.1799 0.1719
H 3.9250 -6.1003 -1.4550
H 4.2666 -3.6889 -1.5688
H 4.2900 -1.5216 -2.6695
H 4.2025 -0.7306 -1.0976
H 3.0420 -0.3180 -2.3615
S 4.4892 -2.6141 2.4302
C 3.5540 -1.5619 1.7150
N 2.8510 -0.7712 1.1743
C -2.7729 0.6682 4.7424
C -2.8057 -0.2945 3.6069
N -2.2408 -0.1225 2.4343
C -2.5711 -1.2358 1.6934
C -3.3362 -2.0883 2.4267
N -3.4774 -1.4765 3.6492
H -2.0655 1.4618 4.5110
H -2.4674 0.1875 5.6728
H -3.7518 1.1229 4.9021
H -2.2504 -1.3421 0.6722
H -3.7922 -3.0354 2.1987
H -4.0067 -1.8247 4.4299
*
```

Its HOMO-LUMO gap is 0.246 Eh.

***

(3)
ORCA calculation (ωB97M-V with the def2-TZVPD basis set) on C34H45Br12FO18 as an isolated structure.

The geometry in ORCA input format:
```
! wB97M-V def2-TZVPD RIJCOSX def2/J DEFGRID3
* xyz 0 1
F -1.4037 -1.8643 -2.1609
C -0.3425 -1.8305 -1.2976
C 0.0456 -0.5701 -0.8184
C 1.0547 -0.5168 0.1442
C 1.6910 -1.7217 0.4597
C 1.3272 -2.9227 -0.0675
C 0.2138 -3.0116 -0.9204
H -0.4445 0.3539 -1.0877
H 1.3974 0.4361 0.5196
H 2.5390 -1.7330 1.1283
H 1.8460 -3.7930 0.3067
H -0.2750 -3.9339 -1.1975
C -5.1387 -4.9678 -2.1676
C -3.8017 -4.9559 -2.9157
C -2.5929 -4.9490 -2.1013
O -1.9283 -6.2162 -2.4068
C -2.4466 -6.7081 -3.5106
O -1.9580 -7.6572 -4.1161
O -3.6192 -6.0926 -3.7304
H -5.3369 -4.0772 -1.5713
H -5.3427 -5.8380 -1.5437
H -5.9389 -5.0341 -2.9047
H -3.7558 -4.0968 -3.5851
H -2.7326 -5.0340 -1.0237
H -1.8836 -4.1610 -2.3546
C 2.3390 -0.0845 -3.5339
C 1.4048 0.1278 -4.7332
C -0.0432 0.5264 -4.3756
O -0.2827 1.4236 -5.4068
C 0.8705 1.9745 -5.8640
O 0.9824 2.9853 -6.5409
O 1.8916 1.2342 -5.5310
H 2.3653 0.6906 -2.7680
H 3.3872 -0.1360 -3.8284
H 2.2036 -1.0876 -3.1295
H 1.4219 -0.7480 -5.3819
H -0.0478 0.9472 -3.3701
H -0.6126 -0.4021 -4.3341
C 0.5370 3.5309 -2.4219
C 0.4832 5.0735 -2.2627
C -0.7955 5.6630 -1.6268
O -0.3183 6.6861 -0.7799
C 0.9420 6.4101 -0.4658
O 1.5869 6.9584 0.3570
O 1.3999 5.3665 -1.2298
H 1.4906 3.1700 -2.8070
H -0.1506 3.1589 -3.1815
H 0.2965 3.0094 -1.4955
H 0.8493 5.5435 -3.1755
H -1.3557 4.9255 -1.0521
H -1.4727 6.0670 -2.3794
C -2.0140 -0.8251 3.6258
C -1.6198 -1.7765 2.4433
C -1.5234 -3.2568 2.8209
O -2.3699 -3.9153 1.8905
C -2.9951 -3.0017 1.1162
O -3.7153 -3.2208 0.1870
O -2.6547 -1.7796 1.5007
H -1.2782 -0.7620 4.4275
H -2.7571 -1.2114 4.3235
H -2.2323 0.2143 3.3805
H -0.7889 -1.3501 1.8814
H -1.7549 -3.3708 3.8799
H -0.4751 -3.5227 2.6851
C -2.1968 3.0140 4.7907
C -2.4378 3.6289 3.3821
C -1.2406 4.3407 2.7193
O -0.9516 3.5279 1.6037
C -1.7645 2.4858 1.4515
O -1.7773 1.7147 0.4520
O -2.6755 2.5926 2.4594
H -2.4852 3.7559 5.5353
H -1.1381 2.8215 4.9647
H -2.8033 2.1218 4.9468
H -3.2724 4.3262 3.3091
H -0.3874 4.4585 3.3874
H -1.6369 5.3094 2.4148
C 2.8739 3.7822 3.5828
C 2.6348 4.2940 2.1959
C 3.9652 4.7822 1.4687
O 4.1002 3.9574 0.3260
C 3.1760 3.0215 0.3488
O 3.0247 2.1270 -0.4545
O 2.3494 3.1899 1.4223
H 3.7824 3.1873 3.6773
H 2.0205 3.2044 3.9379
H 2.9880 4.6409 4.2444
H 1.8496 5.0497 2.1735
H 4.7801 4.8182 2.1917
H 3.8678 5.8131 1.1283
C -4.1284 0.0547 -1.7564
Br -5.4353 0.3831 -0.2515
Br -3.1439 1.6574 -2.4004
Br -4.9391 -0.8433 -3.3157
H -3.3845 -0.6325 -1.3532
C 5.8601 -3.5889 -0.9540
Br 4.8898 -3.3837 0.7526
Br 5.2250 -2.4344 -2.4242
Br 6.2622 -5.4801 -1.5422
H 6.8414 -3.1532 -0.7660
C 1.2188 -6.4943 2.3793
Br 0.4085 -8.0864 3.4128
Br 1.5862 -4.9124 3.5316
Br 0.1375 -6.0887 0.8532
H 2.2103 -6.7212 1.9874
C 3.1149 -0.0022 4.1637
Br 4.2443 0.2037 2.5088
Br 3.3939 -1.7790 4.9684
Br 1.1460 0.2380 3.7697
H 3.4802 0.7575 4.8548
*
```

Its HOMO-LUMO gap is 0.310 Eh.

***

(4)
ORCA calculation (ωB97M-V with the def2-TZVPD basis set) on C34H45GeIrO4S as an isolated structure.

The geometry in ORCA input format:
```
! wB97M-V def2-TZVPD RIJCOSX def2/J DEFGRID3
* xyz 0 5
Ir -0.1904 0.7028 0.2608
C 0.6391 3.8378 -0.7713
C 1.9584 3.0777 -0.7871
C 2.3875 2.8145 -2.2268
C 3.0435 3.8572 -0.0529
O 1.7545 1.7934 -0.1719
Ge 2.6180 0.9516 1.3162
O 0.9665 1.1351 2.2251
C 0.7410 1.8886 3.4250
C 1.4611 1.1955 4.5785
C -0.7600 1.9178 3.6735
C 1.2695 3.3098 3.2663
O 1.7869 -0.6161 0.6505
C 2.4264 -1.5288 -0.2671
C 2.8537 -2.7490 0.5421
C 3.6458 -0.8923 -0.9315
C 1.4183 -1.9185 -1.3376
H 0.7463 4.7921 -1.2901
H 0.3106 4.0342 0.2490
H -0.1337 3.2575 -1.2811
H 2.5712 3.7507 -2.7571
H 1.6077 2.2650 -2.7537
H 3.3039 2.2234 -2.2453
H 3.1979 4.8240 -0.5345
H 3.9897 3.3148 -0.0688
H 2.7650 4.0390 0.9844
H 1.0294 0.2130 4.7665
H 1.3765 1.7868 5.4921
H 2.5218 1.0723 4.3533
H -1.1523 0.9082 3.7675
H -1.2710 2.3960 2.8353
H -0.9813 2.4804 4.5825
H 2.3546 3.3098 3.1424
H 1.0329 3.9059 4.1491
H 0.8167 3.7869 2.3980
H 3.4961 -2.4448 1.3701
H 3.4050 -3.4559 -0.0808
H 1.9808 -3.2623 0.9471
H 4.4278 -0.6645 -0.2042
H 3.3597 0.0282 -1.4408
H 4.0651 -1.5771 -1.6704
H 0.5101 -2.3200 -0.8870
H 1.8447 -2.6763 -1.9991
H 1.1423 -1.0501 -1.9352
C -1.0520 0.4434 -2.2652
C -0.5420 0.7775 -3.3263
C 0.0550 1.1674 -4.5642
C -0.6588 1.9470 -5.4797
C -0.0728 2.3413 -6.6700
C 1.2319 1.9687 -6.9652
C 1.9488 1.1961 -6.0613
C 1.3672 0.7965 -4.8705
H -1.6734 2.2370 -5.2417
H -0.6361 2.9441 -7.3701
H 1.6881 2.2796 -7.8954
H 2.9663 0.9040 -6.2842
H 1.9247 0.1965 -4.1616
C -1.6068 0.0841 -1.0432
C -2.9006 -0.5599 -0.9839
C -3.3935 -1.2646 -2.0960
C -4.6205 -1.8993 -2.0481
C -5.4008 -1.8378 -0.8992
C -4.9365 -1.1286 0.2016
C -3.7024 -0.5031 0.1670
H -2.7910 -1.3124 -2.9939
H -4.9741 -2.4453 -2.9137
H -6.3611 -2.3344 -0.8642
H -5.5439 -1.0620 1.0960
H -3.3381 0.0406 1.0252
C 0.4481 -2.2810 3.2246
S -0.6790 -2.1009 1.8457
O -1.2676 -0.7194 1.9948
C -1.9431 -3.2244 2.4114
C -3.0357 -2.7397 3.1090
C -4.0097 -3.6323 3.5318
C -3.8861 -4.9855 3.2534
C -2.7911 -5.4561 2.5402
C -1.8160 -4.5716 2.1074
H -0.0788 -1.9959 4.1338
H 1.2823 -1.6137 3.0198
H 0.7833 -3.3156 3.2747
H -3.1195 -1.6776 3.2924
H -4.8723 -3.2675 4.0734
H -4.6513 -5.6757 3.5811
H -2.7054 -6.5086 2.3068
H -0.9726 -4.9251 1.5268
*
```

Its HOMO-LUMO gap (alpha / beta) is 0.244 / 0.274 Eh. Its expectation value of S² is 6.0497.

***

(5)
ORCA calculation (ωB97M-V with the def2-TZVPD basis set) on C34H46BrN8OV as an isolated structure.

The geometry in ORCA input format:
```
! wB97M-V def2-TZVPD RIJCOSX def2/J DEFGRID3
* xyz 3 2
V -0.0614 -0.0777 -0.1456
C -4.0184 1.3727 2.2830
N -3.1263 1.3600 1.1219
C -2.2852 2.5406 0.9700
C -3.1585 0.3796 0.2017
N -1.9790 -0.0331 -0.3418
C -1.8752 -0.3822 -1.7401
C -2.4883 0.4697 -2.6327
C -2.4608 0.2399 -4.0089
C -1.7742 -0.8444 -4.4835
C -1.0850 -1.7245 -3.6213
C -0.4351 -2.8520 -4.1810
C 0.2226 -3.7429 -3.3889
C 0.3146 -3.5008 -2.0072
C -0.3108 -2.4375 -1.4127
N -0.0283 -2.1198 -0.0443
C 0.0946 -3.1455 0.8406
N -0.8335 -4.0898 0.9302
C -2.1989 -3.8559 0.4980
C -0.5197 -5.4608 1.3423
N 1.1789 -3.1670 1.6499
C 2.5087 -3.1000 1.0497
C 1.1342 -3.7669 2.9789
C -1.0925 -1.5127 -2.2027
N -4.3288 -0.1484 -0.1591
C -4.5049 -1.4272 -0.8450
C -5.5802 0.6167 -0.0460
H -3.4166 1.5834 3.1671
H -4.4964 0.4054 2.4011
H -4.7804 2.1476 2.1978
H -2.9038 3.4199 1.1544
H -1.8980 2.5970 -0.0462
H -1.4585 2.5403 1.6820
H -3.0226 1.3282 -2.2436
H -2.9823 0.9030 -4.6824
H -1.7566 -1.0482 -5.5456
H -0.4734 -2.9934 -5.2516
H 0.7087 -4.6074 -3.8164
H 0.9240 -4.1593 -1.4003
H -2.4304 -2.8033 0.6386
H -2.8610 -4.4559 1.1200
H -2.3363 -4.1340 -0.5499
H 0.5516 -5.6269 1.2788
H -1.0165 -6.1348 0.6450
H -0.8748 -5.6671 2.3514
H 2.4743 -2.5189 0.1328
H 2.8727 -4.1060 0.8247
H 3.1985 -2.6380 1.7542
H 0.1058 -3.8249 3.3230
H 1.6981 -3.1267 3.6582
H 1.5805 -4.7625 3.0054
H -3.5762 -1.9770 -0.8817
H -4.8544 -1.2443 -1.8610
H -5.2556 -2.0061 -0.3070
H -5.3582 1.6742 0.0516
H -6.1741 0.2778 0.8000
H -6.1398 0.4531 -0.9643
O 4.5251 -0.0459 4.0244
C 3.6402 -0.0552 3.0386
C 3.9757 0.0364 1.6800
C 2.9691 0.0362 0.7457
N 1.6698 -0.0758 1.0839
C 1.3894 -0.1446 2.3805
Br -0.4890 -0.1163 2.6459
C 2.2905 -0.1493 3.4102
H 5.4353 0.0520 3.7069
H 5.0055 0.1254 1.3627
H 3.1863 0.1406 -0.3106
H 1.9937 -0.1777 4.4473
C 2.4914 4.6777 2.9084
N 2.3363 4.1293 1.5744
C 3.5742 3.5774 1.0908
C 1.1995 3.2575 1.4878
C 0.8545 2.9690 0.0401
C 0.6092 4.0784 -0.7673
C 0.2990 3.9718 -2.1169
C 0.2314 2.7327 -2.7310
C 0.4617 1.6012 -1.9545
C 0.7149 1.7295 -0.5935
H 3.2686 5.4390 2.9003
H 2.7632 3.9174 3.6545
H 1.5639 5.1516 3.2260
H 4.3126 4.3729 1.0004
H 3.4404 3.1403 0.0980
H 3.9981 2.8074 1.7535
H 0.3564 3.8111 1.9158
H 1.2565 2.3228 2.0735
H 0.6904 5.0565 -0.3102
H 0.1341 4.8696 -2.6954
H 0.0503 2.6388 -3.7915
H 0.4813 0.6316 -2.4640
*
```

Its HOMO-LUMO gap (alpha / beta) is 0.201 / 0.230 Eh. Its expectation value of S² is 0.9391.

***

Record order is preserved below.
Maximum force: 1.98 1.19 5.48 0.54 0.63 eV/Å